The following is a DFT calculation (ωB97M-V/def2-TZVPD) of 16 unconnected molecules or ions with the total composition H32O16.

Summary:
largest force on an atom = 1.730 eV/Å
HOMO-LUMO gap = 10.46 eV
HOMO = -10.6 eV

Geometry as XYZ:
```
48
Properties=species:S:1:pos:R:3:forces:R:3
O 0.7562 -4.4575 3.5235 -0.3 0.1 -0.4
H -0.1462 -4.4502 3.1601 0.2 -0.3 0.6
H 1.2165 -4.8431 2.7675 0.3 0.0 0.2
O 2.3197 0.4942 -3.4469 0.1 0.2 -0.4
H 1.5277 0.9576 -3.7460 0.0 0.1 0.2
H 2.0160 -0.4121 -3.3904 -0.1 -0.3 0.2
O -1.4289 -1.8153 -0.0384 0.9 -0.2 -1.1
H -0.5245 -1.4773 0.0111 0.0 0.2 1.1
H -1.3481 -2.0792 -0.9655 -0.9 -0.6 -0.1
O -1.8334 1.9887 -4.6510 -0.7 -0.1 -0.3
H -2.7700 1.7747 -4.7338 0.0 -0.1 -0.2
H -1.8540 2.9463 -4.5469 0.3 -0.1 0.2
O 1.8733 1.4908 1.3369 -1.4 -0.7 0.0
H 1.4480 1.5022 0.4744 0.8 0.6 -0.8
H 1.2930 0.7861 1.6804 0.1 0.4 0.8
O -1.9580 0.1294 1.6698 0.7 0.3 0.0
H -2.7355 -0.2407 1.2460 -0.1 0.2 0.0
H -2.1329 0.9922 2.0569 -0.5 -0.2 0.2
O 3.6733 4.0630 0.1323 -0.5 0.2 -0.6
H 4.6271 4.1229 0.1960 0.0 -0.2 0.4
H 3.2875 3.7254 0.9441 0.4 -0.1 0.1
O 3.4110 -0.6357 1.8117 -0.1 -0.6 -0.8
H 2.7300 -0.1005 2.2289 1.0 0.2 0.4
H 4.0889 -0.9300 2.4227 -0.3 0.2 0.4
O -0.9440 2.5610 -0.0546 0.5 0.7 -0.4
H -1.8447 2.2555 0.0199 -0.3 -0.5 0.3
H -0.3549 1.9833 0.4318 -0.6 -0.2 0.6
O 2.1188 -1.6034 -1.4869 0.4 0.2 0.6
H 2.0979 -1.2003 -0.6071 -0.3 -0.2 0.0
H 3.0228 -1.3446 -1.7169 -0.1 -0.2 -0.4
O -1.2893 -4.8272 1.6800 -0.3 1.4 -1.0
H -1.1078 -3.8672 1.7079 0.3 -0.1 0.5
H -1.7571 -4.7442 0.8327 -0.1 -1.0 0.1
O -0.9395 1.9431 4.3441 -0.1 -0.1 -0.5
H -1.3903 1.8017 5.1783 0.1 0.1 0.2
H -0.2447 2.5868 4.4922 0.0 0.1 0.2
O -1.7190 -0.7832 -3.1371 -0.5 -0.2 0.0
H -1.6252 0.0909 -3.5395 0.4 0.2 0.1
H -1.1636 -0.7888 -2.3548 0.2 0.4 -0.1
O 0.6755 -1.7611 2.6505 -0.3 0.5 -0.2
H 0.8518 -2.5086 3.2403 0.2 -0.2 -0.1
H 1.5199 -1.5163 2.2642 0.3 -0.5 0.0
O -0.1176 1.9796 -2.5716 0.3 0.0 0.5
H -0.4395 1.9438 -1.6519 -0.2 0.0 -0.3
H 0.4428 2.7581 -2.5001 0.2 0.1 -0.3
O -4.7057 0.9545 -1.9431 -0.1 0.5 0.5
H -5.2416 0.6430 -2.6738 0.3 -0.3 -0.1
H -3.8090 0.6199 -2.0243 0.0 -0.4 -0.4
```
Positions in Å, forces in eV/Å.